(1)
# C16H35NO8P2

A structure of composition C16H35NO8P2 at a distorted geometry (wB97M-V/def2-TZVPD, OMol25).

Calculated values
HOMO = -8.68 eV
orbital gap = 9.2437 eV
charge = 0
max |F| = 2.77 eV/A
spin multiplicity = 1

Each line ends with the natural charge from an NBO analysis.
Cartesian coordinates (Å):
C1 -1.9621 4.5351 4.8201  -0.735
C2 -0.9490 3.7721 5.6347  0.807
O1 -0.8564 3.9034 6.8324  -0.548
O2 -0.1103 2.9293 4.9598  -0.544
C3 -0.7931 1.8182 4.3597  -0.063
C4 -0.3329 0.5108 4.9765  -0.421
C5 1.0299 0.0569 4.4310  -0.423
C6 0.9870 -1.3834 3.9011  -0.065
O3 1.5011 -1.4778 2.5552  -0.811
P1 0.4624 -1.1672 1.4105  2.583
O4 -0.7476 -0.4991 1.8891  -1.136
O5 1.3367 -0.3180 0.4125  -0.777
C7 0.6265 0.5542 -0.4647  -0.189
C8 0.0397 -0.1758 -1.6852  0.686
O6 0.8050 -0.7417 -2.4506  -0.510
N1 -1.3628 -0.1444 -1.9433  -0.492
C9 -1.9688 1.1437 -1.6662  -0.423
C10 -2.0920 -1.2401 -1.3100  -0.419
O7 0.2095 -2.5116 0.6031  -1.040
P2 -0.4929 -3.8519 1.3813  1.059
C11 0.6953 -4.5550 2.5666  -0.978
C12 -1.9714 -3.3190 2.3115  -0.975
H1 -2.8997 4.4902 5.3546  0.239
H2 -2.1069 4.0439 3.8665  0.218
H3 -1.6301 5.5530 4.6859  0.249
H4 -0.5782 1.8012 3.2988  0.194
H5 -1.8684 1.8828 4.4909  0.177
H6 -0.3141 0.6125 6.0548  0.221
H7 -1.1173 -0.2019 4.7488  0.209
H8 1.7376 0.0811 5.2489  0.217
H9 1.3841 0.6943 3.6329  0.222
H10 0.0072 -1.8251 4.0087  0.185
H11 1.6639 -1.9811 4.4987  0.192
H12 -0.1056 1.1655 0.0452  0.206
H13 1.3730 1.2223 -0.8726  0.224
H14 -2.0810 1.3613 -0.6004  0.175
H15 -1.4131 1.9548 -2.1229  0.207
H16 -2.9579 1.1629 -2.1052  0.214
H17 -3.0998 -1.3030 -1.6938  0.207
H18 -1.5819 -2.1651 -1.5513  0.222
H19 -2.0690 -1.1484 -0.2233  0.184
H20 1.3692 -5.2235 2.0543  0.248
H21 1.2842 -3.8540 3.1503  0.235
H22 0.1299 -5.1583 3.2693  0.244
H23 -1.8148 -2.9148 3.3081  0.219
H24 -2.5035 -2.5750 1.7330  0.260
H25 -2.6086 -4.1894 2.3787  0.246
C13 2.8952 1.2282 -8.0822  -0.644
C14 2.8200 1.4385 -6.5791  -0.063
O8 1.5075 1.6312 -6.0911  -0.538
C15 0.6046 0.5600 -6.3069  -0.063
C16 1.0249 -0.7441 -5.6518  -0.653
H26 2.4006 2.0460 -8.6080  0.210
H27 3.9360 1.1811 -8.4036  0.213
H28 2.4122 0.2987 -8.3866  0.203
H29 3.3641 2.3458 -6.3150  0.183
H30 3.3083 0.6130 -6.0490  0.161
H31 0.4281 0.4192 -7.3800  0.154
H32 -0.3417 0.8895 -5.8765  0.183
H33 1.9393 -1.1440 -6.0957  0.195
H34 0.2423 -1.4937 -5.7713  0.213
H35 1.2053 -0.5939 -4.5872  0.243

---

(2)
# C45H30BBaClF17O5PS

A structure of composition C45H30BBaClF17O5PS at a distorted geometry (wB97M-V/def2-TZVPD, OMol25).

Calculated values
HOMO = -2.22 eV
orbital gap = 6.1255 eV
energy relative to the best compared isomer or geometry (same formula, charge and spin) = 1.000 eV
charge = -2
max |F| = 3.28 eV/A
spin multiplicity = 1

Each line ends with the Löwdin charge.
Cartesian coordinates (Å):
Ba1 -1.4039 0.9351 0.9818  1.865
C1 2.8237 4.2733 2.0318  -0.065
C2 1.3306 4.4306 1.9294  -0.257
C3 0.7075 4.4806 0.6851  -0.034
C4 -0.6829 4.5353 0.5780  -0.290
C5 -1.3422 4.5586 -0.7766  -0.050
C6 -1.4410 4.5584 1.7444  -0.047
C7 -0.8405 4.5304 3.0047  -0.274
C8 -1.6841 4.5146 4.2524  -0.050
C9 0.5435 4.4706 3.0775  -0.025
H1 3.0909 3.2153 2.0428  0.068
H2 3.2065 4.7415 2.9431  0.070
H3 3.3243 4.7065 1.1664  0.069
H4 1.3130 4.3995 -0.2118  0.072
H5 -1.3482 5.5714 -1.1899  0.084
H6 -2.3749 4.2110 -0.7247  0.060
H7 -0.8052 3.9215 -1.4813  0.078
H8 -2.5273 4.5843 1.6858  0.119
H9 -1.0947 4.8006 5.1256  0.074
H10 -2.0808 3.5137 4.4322  0.062
H11 -2.5263 5.2058 4.1662  0.072
H12 1.0219 4.4114 4.0511  0.112
Cl1 2.1770 -1.1267 1.5485  0.761
C10 2.0665 -2.8228 1.2463  -0.658
C11 2.7183 -3.6948 2.1080  -0.109
C12 2.6608 -5.0583 1.8737  -0.099
C13 1.9618 -5.5423 0.7757  -0.096
C14 1.3181 -4.6592 -0.0778  -0.075
C15 1.3496 -3.2812 0.1420  -0.379
P1 0.4476 -2.0600 -0.8960  1.095
C16 1.7672 -1.4235 -1.9894  -0.399
C17 3.1133 -1.7488 -1.8698  -0.087
C18 4.0509 -1.1802 -2.7219  -0.081
C19 3.6505 -0.2936 -3.7101  -0.100
C20 2.3092 0.0444 -3.8292  -0.086
C21 1.3768 -0.5068 -2.9659  -0.117
C22 -0.4517 -3.2067 -2.0092  -0.391
C23 -1.6650 -3.7027 -1.5320  -0.109
C24 -2.4176 -4.5848 -2.2943  -0.084
C25 -1.9693 -4.9734 -3.5501  -0.104
C26 -0.7630 -4.4835 -4.0341  -0.093
C27 -0.0044 -3.6098 -3.2654  -0.083
H13 3.2570 -3.2901 2.9551  0.102
H14 3.1623 -5.7396 2.5503  0.096
H15 1.9136 -6.6077 0.5830  0.094
H16 0.7700 -5.0466 -0.9271  0.098
H17 3.4417 -2.4358 -1.0984  0.098
H18 5.1012 -1.4169 -2.5973  0.104
H19 4.3863 0.1652 -4.3597  0.100
H20 1.9934 0.7767 -4.5632  0.109
H21 0.3369 -0.2014 -3.0373  0.096
H22 -2.0236 -3.3865 -0.5572  0.103
H23 -3.3619 -4.9534 -1.9117  0.102
H24 -2.5628 -5.6499 -4.1542  0.092
H25 -0.4100 -4.7796 -5.0152  0.095
H26 0.9342 -3.2267 -3.6483  0.103
F1 7.2864 2.8592 -4.7338  0.073
C28 6.2711 2.7039 -3.8568  -0.172
C29 5.0172 3.2158 -4.1259  -0.168
F2 4.8109 3.8680 -5.2886  0.082
C30 3.9880 3.0597 -3.2179  -0.271
F3 2.7975 3.5761 -3.5684  0.055
C31 4.1259 2.3880 -1.9919  -0.633
S1 2.8200 2.1287 -0.9083  0.609
C32 5.4209 1.8894 -1.7671  -0.272
F4 5.6890 1.2049 -0.6440  0.058
C33 6.4623 2.0371 -2.6616  -0.166
F5 7.6804 1.5278 -2.3840  0.081
F6 -3.4857 -1.2123 -1.5178  0.160
C34 -3.3481 -0.3617 -2.5294  -0.543
F7 -4.3711 -0.5938 -3.3758  0.147
F8 -2.2190 -0.6819 -3.1827  0.153
C35 -3.2868 1.1126 -2.0132  -0.338
O1 -2.4729 1.1893 -0.9479  -0.547
C36 -2.7855 2.0260 -3.1852  -0.542
F9 -3.1111 3.3131 -2.9715  0.148
F10 -3.3064 1.6987 -4.3844  0.146
F11 -1.4610 1.9630 -3.3034  0.166
C37 -4.7307 1.5597 -1.6140  -0.545
F12 -5.3533 0.6156 -0.9019  0.169
F13 -5.5191 1.8328 -2.6737  0.143
F14 -4.6971 2.6646 -0.8605  0.154
O2 -2.3443 -2.4747 2.2400  0.029
B1 -2.8148 -1.1041 2.0999  -0.475
O3 -3.9712 -1.0483 2.9697  0.049
C38 -4.1369 -2.2557 3.5660  -0.247
C39 -5.0938 -2.6592 4.4741  -0.013
C40 -5.0311 -3.9780 4.9348  -0.128
C41 -4.0419 -4.8465 4.4910  -0.128
C42 -3.0759 -4.4295 3.5698  -0.012
C43 -3.1456 -3.1268 3.1218  -0.249
H27 -5.8572 -1.9706 4.8162  0.108
H28 -5.7652 -4.3263 5.6529  0.084
H29 -4.0144 -5.8631 4.8671  0.084
H30 -2.2958 -5.0950 3.2202  0.109
F15 1.4962 1.8604 5.0886  0.126
C44 0.5649 0.8840 5.0493  -0.537
F16 1.2227 -0.2865 5.0268  0.131
F17 -0.0961 0.9367 6.2148  0.131
C45 -0.3602 1.0614 3.8077  -0.647
O4 -1.5415 1.3576 4.0052  -0.022
O5 0.2357 0.9166 2.7121  -0.350

---

(3)
# C23H57BIN10O20P

A cluster of 11 separate species, C23H57BIN10O20P in total at a distorted geometry (wB97M-V/def2-TZVPD, OMol25).

Calculated values
HOMO = -7.37 eV
orbital gap = 7.1202 eV
SMILES string = CCP(C)B(I)CC[C@@H](C)CCC=C(C)C.C[N+](=O)[O-].C[N+](=O)[O-].C[N+](=O)[O-].C[N+](=O)[O-].C[N+](=O)[O-].C[N+](=O)[O-].C[N+](=O)[O-].C[N+](=O)[O-].C[N+](=O)[O-].C[N+](=O)[O-]
charge = 0
max |F| = 1.24 eV/A
spin multiplicity = 1

Each line ends with the Löwdin charge.
Cartesian coordinates (Å):
C1 -1.8226 3.2309 3.1977  -0.144
C2 -1.3926 2.0287 2.3637  -0.418
P1 -1.0760 0.4837 3.3530  0.881
C3 -0.5136 0.9598 5.0707  -0.280
B1 0.4698 -0.3826 2.5781  -0.954
I1 0.1436 -2.4707 2.0864  0.794
C4 1.8854 0.1757 2.2062  -0.267
C5 2.5522 1.1174 3.2328  -0.167
C6 2.3019 2.6129 2.9169  -0.353
C7 2.0273 3.4664 4.1759  -0.041
C8 3.5129 3.1850 2.1766  -0.177
C9 3.3082 4.6037 1.5985  -0.177
C10 1.9664 4.8530 0.9546  -0.085
C11 1.4007 4.1422 -0.0339  -0.332
C12 2.1668 3.1635 -0.8953  -0.044
C13 -0.0701 4.2594 -0.3626  -0.066
H1 -1.9298 4.0996 2.5534  0.035
H2 -2.7868 3.0162 3.6535  0.056
H3 -1.1271 3.4917 3.9916  0.045
H4 -2.2379 1.7488 1.7344  0.043
H5 -0.5757 2.2760 1.6852  0.047
H6 -1.3221 0.6910 5.7447  0.018
H7 -0.2338 2.0017 5.1679  0.011
H8 0.3169 0.3061 5.3351  0.027
H9 2.5413 -0.6862 2.0720  0.054
H10 1.8818 0.6632 1.2269  0.092
H11 3.6275 0.9572 3.1206  0.112
H12 2.3126 0.8746 4.2654  0.093
H13 1.4462 2.6518 2.2452  0.096
H14 1.9731 2.8455 5.0663  0.066
H15 1.0656 3.9719 4.0746  0.061
H16 2.7745 4.2455 4.3097  0.072
H17 4.3175 3.2649 2.9141  0.119
H18 3.8817 2.5178 1.3956  0.078
H19 3.4599 5.3687 2.3578  0.097
H20 4.0862 4.7641 0.8438  0.110
H21 1.3789 5.6762 1.3563  0.092
H22 3.1735 3.5325 -1.0818  0.081
H23 1.6323 2.9542 -1.8170  0.079
H24 2.2909 2.2370 -0.3277  0.056
H25 -0.2015 5.0123 -1.1450  0.089
H26 -0.4662 3.3086 -0.7137  0.077
H27 -0.6482 4.5969 0.4934  0.047
C14 -4.5781 3.0805 -0.0063  0.050
N1 -3.8970 4.3562 -0.3603  -0.443
O1 -3.5860 5.1080 0.5426  0.043
O2 -3.7012 4.5673 -1.5358  0.066
H28 -4.6837 3.0363 1.0720  0.094
H29 -5.5472 3.0917 -0.4967  0.101
H30 -3.9709 2.2542 -0.3773  0.065
C15 1.1183 -5.5779 -0.1279  0.017
N2 1.5029 -6.6993 -1.0283  -0.450
O3 0.8627 -7.7282 -0.9447  0.048
O4 2.4166 -6.5052 -1.7982  0.067
H31 0.2913 -5.9094 0.4887  0.091
H32 1.9809 -5.3198 0.4785  0.096
H33 0.8278 -4.7418 -0.7568  0.093
C16 -3.9320 -1.7874 -1.3914  0.053
N3 -3.5781 -0.8164 -0.3204  -0.436
O5 -3.7002 -1.1681 0.8261  0.084
O6 -3.1848 0.2813 -0.6855  0.022
H34 -4.2592 -2.7079 -0.9234  0.092
H35 -4.7231 -1.3408 -1.9860  0.100
H36 -3.0421 -1.9457 -1.9927  0.102
C17 -5.4642 2.0120 6.1366  0.047
N4 -5.0523 0.8822 5.2568  -0.447
O7 -5.6469 -0.1672 5.3677  0.075
O8 -4.1404 1.0988 4.4878  0.033
H37 -6.2801 1.6770 6.7655  0.092
H38 -4.5989 2.2946 6.7284  0.100
H39 -5.7712 2.8301 5.4924  0.099
C18 -1.8854 -7.3956 -2.6660  0.046
N5 -2.9575 -6.3675 -2.7223  -0.449
O9 -3.2289 -5.7669 -1.6997  0.046
O10 -3.5085 -6.1960 -3.7888  0.059
H40 -1.4993 -7.4378 -1.6555  0.078
H41 -2.3464 -8.3352 -2.9543  0.071
H42 -1.1106 -7.1034 -3.3690  0.107
C19 4.8601 -0.0906 -2.1887  0.036
N6 4.4876 0.1829 -0.7732  -0.425
O11 3.9690 -0.7103 -0.1373  0.071
O12 4.7209 1.2941 -0.3417  0.046
H43 4.5848 -1.1111 -2.4177  0.085
H44 4.3203 0.6098 -2.8088  0.079
H45 5.9315 0.0640 -2.2749  0.106
C20 5.0743 -0.6957 -6.9924  0.055
N7 4.6480 -0.4908 -5.5819  -0.427
O13 4.0867 -1.4108 -5.0248  0.070
O14 4.8898 0.5879 -5.0749  0.052
H46 4.7893 -1.6921 -7.2978  0.049
H47 4.5783 0.0592 -7.5956  0.108
H48 6.1522 -0.5692 -7.0259  0.108
C21 -5.9967 -8.2431 -2.4992  0.051
N8 -5.3281 -9.2994 -3.3092  -0.435
O15 -4.1402 -9.4884 -3.1277  0.045
O16 -6.0145 -9.9006 -4.1001  0.082
H49 -5.2638 -7.7940 -1.8396  0.082
H50 -6.4005 -7.5126 -3.1931  0.105
H51 -6.7911 -8.7233 -1.9363  0.102
C22 -1.1657 7.2846 2.5430  0.049
N9 -1.6619 7.6343 3.9041  -0.451
O17 -2.2024 6.7616 4.5490  0.064
O18 -1.4905 8.7757 4.2742  0.062
H52 -1.3895 6.2422 2.3514  0.060
H53 -1.6753 7.9310 1.8355  0.105
H54 -0.0955 7.4689 2.5322  0.095
C23 5.3791 -5.4706 -7.0931  0.055
N10 4.8206 -4.2530 -7.7401  -0.439
O19 5.5975 -3.3832 -8.0928  0.035
O20 3.6210 -4.1991 -7.8730  0.084
H55 6.4564 -5.3694 -7.0451  0.095
H56 4.9422 -5.5377 -6.1013  0.104
H57 5.0878 -6.3215 -7.7009  0.102